Computed, not measured: 2 unconnected molecules or ions with the total composition C9H11O3 in a non-equilibrium geometry, with ωB97M-V with the def2-TZVPD basis set.

Summary:
**Frontier orbital gap**: 7.22 eV
**LUMO level**: 3.4382 eV
**DFT total energy**: -15655.768 eV
**ΔE to the lowest compared entry with this formula, charge and spin**: 51.3 kJ/mol
**Net charge**: -1

Each line ends with the Mulliken charge.
Positions of all 23 atoms, in Å:
C (1.316, -3.262, 1.679)  -0.854
C (1.830, -3.419, 0.247)  0.677
O (2.265, -2.333, -0.357)  -0.555
O (2.052, -4.534, -0.216)  -0.681
H (1.204, -2.201, 1.922)  0.356
H (2.197, -3.498, 2.277)  0.268
H (0.558, -3.993, 1.927)  0.227
C (-2.515, 2.860, -1.446)  -1.390
C (-0.660, -0.091, -0.036)  -0.348
C (-1.678, 0.721, -0.513)  -0.558
C (0.598, 0.454, 0.296)  0.398
C (-1.392, 2.062, -0.787)  0.807
C (0.831, 1.850, 0.108)  -0.627
C (-0.179, 2.654, -0.444)  -0.453
O (1.633, -0.226, 0.732)  -0.870
H (-0.682, -1.162, 0.163)  0.308
H (-2.685, 0.336, -0.506)  0.271
H (1.959, -1.392, 0.114)  0.417
H (1.808, 2.277, 0.238)  0.359
H (-2.383, 2.705, -2.520)  0.247
H (-2.468, 3.916, -1.197)  0.373
H (-0.097, 3.719, -0.576)  0.311
H (-3.512, 2.554, -1.106)  0.317